# C31H39LuN5S

A molecular structure, C31H39LuN5S at a distorted geometry (wB97M-V/def2-TZVPD, OMol25).

Summary:
Highest occupied orbital energy (alpha / beta) (eV): -0.90 / -0.90
E_tot (Eh): -3112.06524
2S+1: 1
Total charge: -1
LUMO energy (alpha / beta) (eV): 2.24 / 2.24
Maximum force (eV/Å): 3.7

Element x y z (Å)
Lu: -0.661 -0.337 -1.008
N: -3.982 2.096 1.140
N: -0.978 -2.046 -2.400
C: 1.467 -0.251 0.631
C: 0.404 -0.994 1.238
C: -0.347 -0.076 2.079
C: -1.304 -0.400 3.033
H: -1.473 -1.446 3.280
H: -3.191 -0.021 2.598
H: -1.598 0.381 3.730
C: 0.123 1.246 1.755
C: -0.574 2.468 2.220
H: -0.454 2.636 3.300
H: -1.654 2.376 2.025
H: -0.217 3.363 1.703
C: 1.276 1.136 0.974
C: 2.207 2.252 0.639
H: 1.686 3.095 0.162
H: 2.996 1.927 -0.049
H: 2.692 2.641 1.551
C: 0.334 -2.462 1.421
H: 0.870 -2.755 2.338
H: 0.770 -3.023 0.583
H: -0.709 -2.784 1.535
C: 2.757 -0.838 0.161
H: 3.237 -0.218 -0.611
H: 2.619 -1.841 -0.267
H: 3.471 -0.938 1.003
C: -4.809 2.855 0.401
H: -5.311 3.694 0.880
C: -5.061 2.639 -0.964
H: -5.699 3.346 -1.501
C: -4.452 1.535 -1.589
H: -4.507 1.432 -2.673
C: -3.808 0.584 -0.781
H: -3.485 -0.389 -1.182
C: -3.774 0.821 0.679
C: -3.404 -0.179 1.562
H: -3.401 -1.171 1.143
C: 0.321 -1.679 -2.579
C: -1.160 -3.369 -2.890
H: -2.137 -3.773 -2.968
C: 0.048 -3.785 -3.370
H: 0.332 -4.738 -3.827
N: 0.967 -2.742 -3.156
C: 2.360 -2.916 -3.072
C: 2.944 -4.068 -2.490
C: 4.341 -4.117 -2.417
H: 4.802 -5.003 -1.976
C: 5.145 -3.051 -2.820
C: 6.638 -3.170 -2.839
H: 7.111 -2.210 -2.603
H: 7.000 -3.469 -3.834
H: 6.999 -3.919 -2.123
C: 4.518 -1.858 -3.186
H: 5.120 -0.965 -3.366
C: 3.136 -1.777 -3.318
C: 2.526 -0.458 -3.621
H: 1.510 -0.508 -4.030
H: 3.147 0.084 -4.345
H: 2.496 0.151 -2.705
C: 2.174 -5.155 -1.807
H: 1.440 -5.663 -2.442
H: 1.672 -4.779 -0.900
H: 2.902 -5.904 -1.468
S: -0.299 1.942 -1.980
C: -0.747 3.474 -1.236
N: -1.802 3.804 -0.461
C: -1.952 5.240 -0.283
C: -0.757 5.805 -1.043
N: -0.089 4.602 -1.526
H: -2.445 3.124 -0.054
H: -1.918 5.501 0.782
H: -2.910 5.583 -0.700
H: -0.063 6.363 -0.406
H: -1.080 6.437 -1.881
H: 0.781 4.587 -2.051

Which charges does Löwdin predict for the atoms? In e, they are: Lu 1.366; N 0.013; N -0.152; C -0.372; C -0.411; C -0.345; C -0.104; H 0.030; H 0.002; H 0.036; C -0.261; C -0.075; H 0.072; H 0.054; H 0.051; C -0.298; C -0.065; H 0.040; H 0.063; H 0.082; C -0.106; H 0.075; H 0.043; H 0.066; C -0.082; H 0.050; H 0.059; H 0.079; C -0.228; H 0.084; C -0.178; H 0.062; C -0.147; H 0.088; C -0.131; H 0.066; C -0.443; C -0.036; H 0.034; C -0.293; C -0.106; H 0.082; C -0.079; H 0.113; N -0.040; C -0.131; C -0.189; C -0.018; H 0.111; C -0.275; C -0.065; H 0.075; H 0.081; H 0.074; C -0.010; H 0.122; C -0.209; C -0.071; H 0.063; H 0.082; H 0.071; C -0.045; H 0.059; H 0.089; H 0.075; S 0.559; C -0.713; N 0.065; C -0.131; C -0.137; N 0.000; H 0.096; H 0.122; H 0.119; H 0.115; H 0.114; H 0.140